# C38H74ClFNO16S

A cluster of 6 separate species, C38H74ClFNO16S in total in a non-equilibrium geometry (ωB97M-V/def2-TZVPD, OMol25).

Last columns: bonded neighbours and bond lengths (Å).
CARTESIAN COORDINATES (ANGSTROEM)
1 C 0.98 -1.66 2.13  C2 1.528, H24 1.088, H25 1.088, H26 1.084
2 C -0.15 -2.65 1.87  C1 1.528, C3 1.547, H27 1.086, H28 1.092
3 C -0.18 -3.36 0.49  C2 1.547, Cl4 1.789, C5 1.533, H29 1.085
4 Cl 1.33 -3.10 -0.43  C3 1.789
5 C -1.38 -2.99 -0.38  C3 1.533, C6 1.512, N23 1.518, H30 1.084
6 C -1.46 -3.80 -1.66  C5 1.512, C7 1.546, H31 1.088, H32 1.083
7 C -2.32 -3.34 -2.85  C6 1.546, C8 1.562, C12 1.554, C16 1.544
8 C -1.47 -3.65 -4.13  C7 1.562, C9 1.535, H33 1.091, H34 1.089
9 C -0.88 -5.06 -4.19  C8 1.535, C10 1.536, H35 1.088, H36 1.086
10 C 0.65 -5.08 -4.07  C9 1.536, S11 1.815, H37 1.085, H38 1.088
11 S 1.18 -6.54 -3.11  C10 1.815, H39 1.333
12 C -3.63 -4.16 -3.06  C7 1.554, C13 1.550, H40 1.088, H41 1.088
13 C -4.80 -4.32 -2.05  C12 1.550, C14 1.522, C15 1.533, H42 1.090
14 C -4.50 -4.17 -0.57  C13 1.522, H43 1.091, H44 1.088, H45 1.088
15 C -6.01 -3.45 -2.40  C13 1.533, H46 1.086, H47 1.086, H48 1.087
16 C -2.58 -1.82 -2.91  C7 1.544, F17 1.385, C18 1.543, H49 1.087
17 F -3.93 -1.54 -2.94  C16 1.385
18 C -2.02 -0.87 -1.83  C16 1.543, C19 1.524, N23 1.522, H50 1.086
19 C -1.03 0.12 -2.43  C18 1.524, C20 1.529, H51 1.090, H52 1.086
20 C 0.20 -0.55 -3.04  C19 1.529, C21 1.458, O22 1.390, H53 1.084
21 C 1.40 0.24 -3.28  C20 1.458, O22 1.491, H54 1.079, H55 1.077
22 O 0.49 -0.23 -4.36  C20 1.390, C21 1.491
23 N -1.37 -1.49 -0.60  C5 1.518, C18 1.522, H56 1.018, H57 1.024
24 H 0.77 -1.15 3.07  C1 1.088
25 H 1.10 -0.90 1.36  C1 1.088
26 H 1.92 -2.19 2.26  C1 1.084
27 H -0.07 -3.43 2.61  C2 1.086
28 H -1.11 -2.17 2.05  C2 1.092
29 H -0.26 -4.43 0.66  C3 1.085
30 H -2.25 -3.20 0.24  C5 1.084
31 H -1.81 -4.77 -1.34  C6 1.088
32 H -0.44 -3.97 -2.00  C6 1.083
33 H -0.67 -2.92 -4.21  C8 1.091
34 H -2.12 -3.47 -4.99  C8 1.089
35 H -1.29 -5.68 -3.40  C9 1.088
36 H -1.16 -5.55 -5.12  C9 1.086
37 H 1.12 -5.08 -5.05  C10 1.085
38 H 1.01 -4.20 -3.54  C10 1.088
39 H 2.35 -6.05 -2.71  S11 1.333
40 H -3.28 -5.16 -3.33  C12 1.088
41 H -4.08 -3.76 -3.96  C12 1.088
42 H -5.13 -5.35 -2.18  C13 1.090
43 H -4.34 -3.12 -0.30  C14 1.091
44 H -5.38 -4.48 0.00  C14 1.088
45 H -3.68 -4.79 -0.21  C14 1.088
46 H -6.12 -3.31 -3.47  C15 1.086
47 H -5.94 -2.46 -1.96  C15 1.086
48 H -6.92 -3.91 -2.00  C15 1.087
49 H -2.19 -1.45 -3.86  C16 1.087
50 H -2.87 -0.30 -1.46  C18 1.086
51 H -0.72 0.84 -1.67  C19 1.090
52 H -1.54 0.65 -3.23  C19 1.086
53 H 0.36 -1.58 -2.75  C20 1.084
54 H 1.35 1.32 -3.21  C21 1.079
55 H 2.37 -0.21 -3.42  C21 1.077
56 H -1.82 -1.08 0.22  N23 1.018
57 H -0.39 -1.18 -0.56  N23 1.024
58 C -0.25 2.02 7.50  C59 1.511, H65 1.090, H66 1.089, H67 1.089
59 C 0.41 0.93 6.70  C58 1.511, O60 1.449, H68 1.087, H69 1.088
60 O -0.13 0.79 5.36  C59 1.449, C61 1.324
61 C 0.37 1.67 4.50  O60 1.324, O62 1.203, O63 1.342
62 O 1.14 2.56 4.75  C61 1.203
63 O -0.08 1.39 3.27  C61 1.342, C64 1.428
64 C 0.40 2.29 2.28  O63 1.428, H70 1.088, H71 1.089, H72 1.088
65 H -1.33 1.85 7.56  C58 1.090
66 H 0.15 2.03 8.51  C58 1.089
67 H -0.08 3.00 7.05  C58 1.089
68 H 0.26 -0.05 7.16  C59 1.087
69 H 1.48 1.09 6.58  C59 1.088
70 H 1.48 2.39 2.32  C64 1.088
71 H -0.05 3.28 2.40  C64 1.089
72 H 0.10 1.88 1.32  C64 1.088
73 C 2.48 5.31 5.60  C74 1.510, H80 1.090, H81 1.087, H82 1.090
74 C 1.21 6.11 5.41  C73 1.510, O75 1.437, H83 1.089, H84 1.089
75 O 0.90 6.91 6.56  C74 1.437, C76 1.333
76 C 1.56 8.06 6.64  O75 1.333, O77 1.204, O78 1.330
77 O 2.35 8.49 5.83  C76 1.204
78 O 1.20 8.67 7.76  C76 1.330, C79 1.433
79 C 1.84 9.93 7.99  O78 1.433, H85 1.087, H86 1.088, H87 1.085
80 H 2.42 4.71 6.50  C73 1.090
81 H 2.63 4.64 4.75  C73 1.087
82 H 3.35 5.97 5.68  C73 1.090
83 H 0.35 5.44 5.30  C74 1.089
84 H 1.27 6.75 4.53  C74 1.089
85 H 1.71 10.59 7.14  C79 1.087
86 H 2.90 9.79 8.19  C79 1.088
87 H 1.35 10.35 8.87  C79 1.085
88 C -5.23 3.19 -2.71  C89 1.511, H95 1.090, H96 1.089, H97 1.089
89 C -4.12 3.92 -1.99  C88 1.511, O90 1.444, H98 1.087, H99 1.089
90 O -4.02 3.52 -0.61  C89 1.444, C91 1.320
91 C -3.38 2.39 -0.37  O90 1.320, O92 1.209, O93 1.334
92 O -2.82 1.70 -1.19  C91 1.209
93 O -3.41 2.15 0.94  C91 1.334, C94 1.423
94 C -2.84 0.90 1.31  O93 1.423, H100 1.090, H101 1.090, H102 1.085
95 H -6.17 3.33 -2.18  C88 1.090
96 H -5.34 3.58 -3.72  C88 1.089
97 H -5.02 2.12 -2.77  C88 1.089
98 H -4.31 4.99 -1.95  C89 1.087
99 H -3.15 3.76 -2.48  C89 1.089
100 H -1.85 0.80 0.86  C94 1.090
101 H -3.47 0.07 1.00  C94 1.090
102 H -2.75 0.91 2.39  C94 1.085
103 C 6.09 -3.14 3.79  C104 1.513, H110 1.091, H111 1.090, H112 1.088
104 C 5.35 -1.82 3.66  C103 1.513, O105 1.433, H113 1.090, H114 1.090
105 O 4.69 -1.43 4.87  C104 1.433, C106 1.338
106 C 5.47 -0.93 5.83  O105 1.338, O107 1.200, O108 1.329
107 O 6.67 -0.87 5.82  C106 1.200
108 O 4.66 -0.49 6.79  C106 1.329, C109 1.433
109 C 5.29 0.00 7.98  O108 1.433, H115 1.087, H116 1.088, H117 1.085
110 H 5.42 -3.91 4.16  C103 1.091
111 H 6.48 -3.45 2.82  C103 1.090
112 H 6.92 -3.04 4.49  C103 1.088
113 H 4.54 -1.91 2.93  C104 1.090
114 H 6.02 -1.03 3.33  C104 1.090
115 H 6.06 0.73 7.73  C109 1.087
116 H 5.74 -0.82 8.54  C109 1.088
117 H 4.50 0.47 8.56  C109 1.085
118 C 2.02 -1.04 -7.42  C119 1.512, H125 1.091, H126 1.090, H127 1.089
119 C 2.57 0.36 -7.59  C118 1.512, O120 1.434, H128 1.089, H129 1.090
120 O 2.85 0.67 -8.96  C119 1.434, C121 1.335
121 C 1.78 1.04 -9.68  O120 1.335, O122 1.204, O123 1.327
122 O 0.66 1.15 -9.27  C121 1.204
123 O 2.19 1.27 -10.92  C121 1.327, C124 1.433
124 C 1.14 1.66 -11.83  O123 1.433, H130 1.087, H131 1.088, H132 1.085
125 H 2.70 -1.77 -7.88  C118 1.091
126 H 1.91 -1.27 -6.37  C118 1.090
127 H 1.05 -1.13 -7.90  C118 1.089
128 H 3.54 0.47 -7.09  C119 1.089
129 H 1.89 1.10 -7.18  C119 1.090
130 H 0.60 2.51 -11.43  C124 1.087
131 H 0.46 0.83 -12.00  C124 1.088
132 H 1.65 1.93 -12.75  C124 1.085

* LUMO energy: -2.271 eV
* HOMO-LUMO gap: 9.06 eV
* energy: -100925.381 eV
* total charge: +1
* HOMO energy: -0.41640 Ha
* relative energy (zero: lowest compared OMol25 entry of this formula, charge and spin): 0.0 kJ/mol